# 1
Here is the molecule C5H8O from the Open Molecules 2025 dataset. Energies are from wB97M-V/def2-TZVPD.

ORCA input file:
```
! wB97M-V def2-TZVPD RIJCOSX def2/J DEFGRID3
* xyz 0 1
C -1.425 0.585 0.096
O -0.425 -0.382 0.303
C -0.302 -1.597 -1.870
C 0.742 -0.867 -1.527
C 0.784 -0.173 -0.412
C 1.720 0.719 0.321
H -2.403 0.104 0.213
H -1.312 1.360 0.855
H -1.388 1.042 -0.906
H -0.463 -2.577 -1.425
H -1.137 -1.139 -2.396
H 1.851 0.315 1.331
H 2.694 0.826 -0.158
H 1.266 1.714 0.425
*
```

As for the largest force on an atom: 0.0191 hartree/bohr. Its SMILES is C=C=C(C)OC. Its energy is -7358.18384 eV.


# 2
Here is a cluster of 2 separate species, C3H11NO2 in total in a non-equilibrium geometry from the Open Molecules 2025 dataset. Energies are from wB97M-V/def2-TZVPD.

ORCA input file:
```
! wB97M-V def2-TZVPD RIJCOSX def2/J DEFGRID3
* xyz 0 1
C 0.600 -0.511 1.176
C 0.341 -1.500 0.064
C 0.711 -1.197 -1.433
O 0.167 -2.300 -2.297
N 0.626 -0.924 2.578
H 1.646 -0.292 0.973
H 0.000 0.434 0.990
H 0.839 -2.425 0.113
H -0.790 -1.616 -0.228
H 0.337 -0.105 -1.533
H 1.790 -1.251 -1.317
H -0.787 -2.274 -2.363
H -0.342 -0.756 2.950
H 0.821 -1.909 2.704
H -1.318 5.169 -0.871
H -2.355 6.116 -0.499
O -2.286 5.341 -1.007
*
```

As for the largest force on an atom: 0.0980 hartree/bohr. Its SMILES is NCCCO.O. Its energy is -8872.45715 eV.


# 3
Here is the ion C5H10NO with charge -1 in a non-equilibrium geometry from the Open Molecules 2025 dataset. Energies are from wB97M-V/def2-TZVPD.

ORCA input file:
```
! wB97M-V def2-TZVPD RIJCOSX def2/J DEFGRID3
* xyz -1 1
C -0.167 -1.414 -1.285
O 0.631 -2.233 -1.990
C 0.556 -1.006 0.014
C -0.135 -0.256 1.158
C -0.298 1.224 0.945
C 0.455 2.173 1.532
N -1.066 1.549 -0.203
H -1.165 -1.885 -1.003
H -0.511 -0.522 -1.887
H 1.432 -0.452 -0.330
H 0.892 -1.976 0.389
H -1.144 -0.689 1.260
H 0.372 -0.427 2.111
H 0.409 3.200 1.186
H 0.833 1.978 2.530
H -0.906 0.960 -1.014
H -0.701 2.435 -0.553
*
```

As for the largest force on an atom: 0.0403 hartree/bohr. Its SMILES is C=C(N)CCC[O-]. Its energy is -8883.63098 eV.


Q: What is the formula in the second record?
A: C3H11NO2


Q: The lowest largest force on an atom belongs to which entry?
A: C5H8O


Q: What is the largest force on an atom in the second record?
A: 0.0980 hartree/bohr